No. 1
{"formula": "C44H50GeN5ORhS", "method": "ωB97M-V/def2-TZVPD", "e_homo_ev": [-4.8, -7.6], "s_squared": 6.029, "total_charge": 0, "multiplicity": 5, "lumo_energy_ha": [0.00386, -0.05657], "e_tot_ha": -4641.16130, "elements": ["Rh", "Ge", "S", "O", "N", "N", "N", "N", "N", "C", "C", "C", "C", "C", "C", "C", "C", "C", "C", "C", "C", "C", "C", "C", "C", "C", "C", "C", "C", "C", "C", "C", "C", "C", "C", "C", "C", "C", "C", "C", "C", "C", "C", "C", "C", "C", "C", "C", "C", "C", "C", "C", "C", "H", "H", "H", "H", "H", "H", "H", "H", "H", "H", "H", "H", "H", "H", "H", "H", "H", "H", "H", "H", "H", "H", "H", "H", "H", "H", "H", "H", "H", "H", "H", "H", "H", "H", "H", "H", "H", "H", "H", "H", "H", "H", "H", "H", "H", "H", "H", "H", "H", "H"], "xyz": [[0.430, 0.492, 0.407], [-3.271, 0.400, 0.313], [4.519, 0.923, 2.312], [0.660, 2.908, -0.286], [0.952, -1.824, 0.231], [2.512, 0.802, 0.634], [2.493, -3.651, 0.625], [0.123, -3.961, 1.033], [0.946, -3.750, -1.246], [3.666, 0.553, -1.514], [1.915, 0.957, 4.300], [-0.471, 0.728, 4.620], [-0.654, 0.671, 3.235], [5.718, 1.416, -4.309], [-4.205, 3.071, -0.431], [2.804, 0.893, 1.970], [1.483, -4.291, 1.464], [-4.273, -0.125, 3.037], [4.954, 0.236, -3.696], [0.425, 0.727, 2.382], [1.756, 0.881, 2.897], [-4.335, 4.447, -0.304], [6.053, 0.631, -0.058], [-3.411, -2.031, 1.895], [-0.029, -2.518, 1.093], [-0.027, 5.232, -0.503], [-0.454, 3.783, -0.520], [-4.365, -0.350, -1.118], [4.876, 0.420, -2.181], [-3.264, 2.955, 1.760], [2.312, -2.208, 0.686], [-0.032, -4.384, -0.359], [4.841, 0.745, 0.599], [2.288, -4.083, -0.756], [-3.665, -0.661, 1.905], [-4.615, -2.072, -2.807], [-5.639, 0.107, -1.442], [3.641, 0.709, -0.125], [-4.262, -2.269, 4.125], [-1.419, 0.371, -0.278], [0.817, 0.876, 5.131], [-5.881, -1.600, -3.116], [-3.395, 4.329, 1.895], [-3.931, 5.081, 0.861], [6.062, 0.466, -1.434], [-3.693, -2.830, 2.991], [0.774, -2.310, -1.153], [5.695, -1.070, -4.013], [-6.391, -0.508, -2.432], [3.574, 0.168, -4.347], [-4.565, -0.918, 4.139], [-3.670, 2.296, 0.597], [-3.867, -1.449, -1.821], [6.733, 1.481, -3.917], [0.100, -2.166, 2.119], [0.090, -5.467, -0.416], [-6.467, -2.081, -3.888], [3.004, 1.085, -4.195], [1.617, -5.374, 1.415], [-2.809, 2.405, 2.573], [1.142, 3.214, 0.494], [-3.007, -2.504, 1.007], [7.013, 0.373, -1.939], [5.749, -1.223, -5.092], [0.965, 0.921, 6.203], [-0.872, 5.881, -0.733], [1.616, -3.965, 2.497], [-4.510, 2.608, -1.361], [-1.319, 0.635, 5.283], [3.048, -1.724, 0.045], [6.713, -1.060, -3.625], [-2.869, -1.820, -1.607], [-4.529, 0.927, 3.077], [5.217, 2.360, -4.091], [-7.379, -0.135, -2.667], [-0.838, 3.494, -1.500], [2.902, 1.077, 4.730], [-3.066, 4.812, 2.806], [2.985, -0.667, -3.962], [-1.237, 3.585, 0.216], [-4.481, -2.886, 4.986], [-6.070, 0.946, -0.910], [5.180, -1.926, -3.573], [-5.032, -0.473, 5.009], [-4.033, 6.153, 0.964], [2.728, 0.550, -2.053], [-1.645, 0.515, 2.833], [-4.209, -2.923, -3.338], [3.687, 0.023, -5.421], [1.512, -1.810, -1.789], [-1.025, -2.231, 0.751], [-4.751, 5.024, -1.119], [-3.469, -3.888, 2.955], [5.781, 1.303, -5.392], [2.423, -5.165, -0.815], [3.028, -3.598, -1.395], [-1.380, 0.715, -1.326], [2.443, -1.853, 1.710], [0.342, 5.518, 0.484], [0.762, 5.413, -1.232], [-0.232, -2.028, -1.483], [-1.038, -4.125, -0.699], [6.985, 0.659, 0.490]]}



No. 2
{"formula": "C44H50N3O", "method": "ωB97M-V/def2-TZVPD", "e_homo_ev": -9.2, "total_charge": 1, "multiplicity": 1, "de_lowest_kcal_mol": 7.6, "lumo_energy_ha": -0.13776, "e_tot_ha": -1945.85626, "elements": ["O", "N", "N", "N", "C", "C", "C", "C", "C", "C", "C", "C", "C", "C", "C", "C", "C", "C", "C", "C", "C", "C", "C", "C", "C", "C", "C", "C", "C", "C", "C", "C", "C", "C", "C", "C", "C", "C", "C", "C", "C", "C", "C", "C", "C", "C", "C", "C", "H", "H", "H", "H", "H", "H", "H", "H", "H", "H", "H", "H", "H", "H", "H", "H", "H", "H", "H", "H", "H", "H", "H", "H", "H", "H", "H", "H", "H", "H", "H", "H", "H", "H", "H", "H", "H", "H", "H", "H", "H", "H", "H", "H", "H", "H", "H", "H", "H", "H"], "xyz": [[0.821, 2.459, -0.360], [-5.696, -1.420, 4.195], [0.550, 3.769, 2.047], [5.957, -1.058, 4.019], [3.772, 1.721, 2.969], [-6.027, 1.417, 3.966], [2.480, 1.121, 2.941], [-2.189, -0.505, 3.628], [-7.014, -0.857, 4.375], [-2.281, 0.899, 3.424], [6.235, 1.738, 3.519], [-3.301, -1.267, 3.929], [3.476, -2.402, 4.125], [4.836, -0.337, 3.729], [-4.405, -3.481, 3.636], [-4.694, 0.756, 3.828], [2.435, -0.226, 3.404], [-3.054, 5.356, -1.786], [4.702, -3.185, 3.667], [2.545, 4.760, 1.415], [0.038, 1.180, 2.604], [3.049, 3.303, -3.429], [-0.643, 5.510, -1.741], [3.785, 4.485, -3.505], [-4.589, -0.659, 3.986], [7.167, 1.036, 4.503], [1.284, 1.819, 2.465], [-0.579, 4.389, -0.905], [7.250, -0.451, 4.215], [2.376, 4.938, 2.941], [-1.755, 3.753, -0.498], [3.561, -0.958, 3.746], [-2.991, 4.243, -0.940], [0.817, 3.885, -0.440], [-1.127, 1.696, 3.149], [6.007, -2.501, 4.035], [1.877, 4.152, -1.505], [0.945, 4.513, 3.269], [3.547, 5.517, -2.593], [1.115, 4.565, 0.916], [-3.564, 1.498, 3.535], [-5.720, -2.862, 4.080], [2.079, 3.139, -2.438], [2.588, 5.354, -1.591], [-3.202, -2.732, 4.199], [-6.994, 0.596, 4.816], [4.909, 1.050, 3.405], [-1.876, 5.989, -2.190], [4.543, 4.610, -4.277], [6.089, 2.775, 3.837], [3.105, 4.359, 3.510], [-0.459, 3.647, 1.952], [-8.005, 1.003, 4.735], [7.760, -0.973, 5.039], [3.207, 2.488, -4.132], [-6.698, 0.658, 5.869], [6.724, 1.773, 2.535], [6.325, -2.822, 5.042], [-3.141, -2.913, 5.283], [-4.360, -3.474, 2.541], [-1.727, 2.862, 0.138], [3.162, 3.882, 1.168], [-6.469, 1.583, 2.972], [2.527, 5.987, 3.225], [0.293, 5.399, 3.342], [4.669, -3.311, 2.579], [2.583, -2.845, 3.681], [3.860, 2.765, 2.666], [0.273, 6.014, -2.052], [0.242, 2.150, 0.358], [-1.897, 6.859, -2.846], [7.868, -0.620, 3.315], [3.006, 5.625, 0.944], [1.472, -0.732, 3.453], [6.799, 1.189, 5.524], [-0.005, 0.130, 2.273], [8.173, 1.456, 4.446], [-3.902, 3.743, -0.612], [-4.387, -4.527, 3.953], [-6.019, -3.279, 5.056], [-2.283, -3.124, 3.752], [-5.892, 2.406, 4.418], [1.501, 2.532, 1.681], [3.374, -2.506, 5.216], [-7.576, -0.942, 3.428], [4.098, 6.454, -2.644], [-1.214, -0.999, 3.562], [-1.195, 2.753, 3.445], [-3.662, 2.575, 3.377], [2.365, 6.170, -0.894], [-7.557, -1.468, 5.108], [-4.018, 5.733, -2.127], [4.700, -4.183, 4.110], [0.592, 5.541, 0.941], [6.805, -2.838, 3.351], [0.848, 3.899, 4.174], [-6.517, -3.153, 3.377], [1.479, 2.232, -2.385]]}



No. 3
{"formula": "C44H50N3S4Ti", "method": "ωB97M-V/def2-TZVPD", "e_homo_ev": [-2.7, -4.2], "s_squared": 2.036, "total_charge": -1, "multiplicity": 3, "de_lowest_kcal_mol": 8.1, "lumo_energy_ha": [0.06979, 0.06974], "e_tot_ha": -4313.26983, "elements": ["Ti", "S", "S", "S", "S", "N", "N", "N", "C", "C", "C", "C", "C", "C", "C", "C", "C", "C", "C", "C", "C", "C", "C", "C", "C", "C", "C", "C", "C", "C", "C", "C", "C", "C", "C", "C", "C", "C", "C", "C", "C", "C", "C", "C", "C", "C", "C", "C", "C", "C", "C", "C", "H", "H", "H", "H", "H", "H", "H", "H", "H", "H", "H", "H", "H", "H", "H", "H", "H", "H", "H", "H", "H", "H", "H", "H", "H", "H", "H", "H", "H", "H", "H", "H", "H", "H", "H", "H", "H", "H", "H", "H", "H", "H", "H", "H", "H", "H", "H", "H", "H", "H"], "xyz": [[0.197, 0.139, 0.442], [-0.751, -1.065, -1.439], [-1.941, -1.158, 1.178], [1.504, -0.759, 3.565], [-2.221, -3.531, -0.616], [0.861, -0.904, 2.106], [-0.142, 1.993, 0.782], [1.808, 0.505, -0.608], [-2.495, 2.206, 1.474], [2.632, -4.615, 4.047], [-0.090, 4.390, 0.321], [-3.424, 2.469, 2.475], [1.789, 5.406, -0.788], [2.200, -0.061, -2.945], [1.728, 2.982, -0.447], [-0.707, 2.675, 3.088], [1.239, 1.026, -3.396], [0.273, 0.530, -4.482], [5.166, -1.467, 0.479], [-1.840, -1.323, 6.639], [-1.679, -1.999, -0.301], [2.365, 4.164, -0.900], [2.897, -0.759, -3.921], [-3.172, 3.325, -0.662], [0.493, -1.447, 6.062], [3.692, -1.749, 0.170], [3.345, -1.377, -1.250], [1.999, 2.248, -3.927], [3.797, -1.755, -3.595], [1.054, 2.518, 4.930], [0.751, 2.909, 3.475], [2.336, 1.750, -0.748], [-4.305, 1.202, -0.015], [-0.521, -1.584, 6.994], [4.572, -3.232, 4.375], [2.435, -2.229, 3.946], [3.996, -4.494, 4.295], [-1.116, 2.264, 1.789], [-1.128, -0.743, 4.418], [-1.682, 2.938, 4.044], [-2.138, -0.896, 5.354], [3.798, -2.101, 4.190], [1.850, -3.491, 3.872], [3.351, -3.222, 0.420], [0.532, 5.518, -0.189], [1.138, 4.390, 3.347], [0.474, 3.107, 0.229], [-3.028, 2.819, 3.753], [4.007, -2.061, -2.267], [-2.983, 1.975, 0.051], [0.173, -1.058, 4.764], [2.421, -0.367, -1.579], [2.127, 2.355, 5.055], [3.288, 1.815, -1.276], [-4.481, 2.411, 2.246], [5.828, -2.025, -0.187], [-3.155, -0.672, 5.063], [-2.628, -1.446, 7.370], [5.631, -3.133, 4.576], [5.394, -1.759, 1.507], [-3.684, 3.176, -1.615], [3.336, 4.060, -1.376], [-4.280, 0.331, 0.636], [4.233, -1.109, 4.236], [1.290, 3.021, -4.234], [0.369, -1.797, 2.028], [3.093, -1.139, 0.834], [-0.471, 1.304, -4.685], [2.655, 2.669, -3.165], [0.473, 4.993, 3.971], [5.383, -0.403, 0.363], [1.379, 2.316, 2.804], [-3.769, 3.017, 4.519], [2.605, 1.974, -4.795], [0.645, 1.344, -2.539], [0.528, 1.621, 5.237], [1.066, 4.746, 2.326], [-0.247, -0.369, -4.162], [0.048, 6.483, -0.101], [-2.224, 1.406, -0.484], [0.800, 0.314, -5.414], [0.763, 3.320, 5.613], [4.338, -2.280, -4.374], [-1.348, -0.394, 3.420], [-0.284, -1.898, 8.003], [-1.381, 3.241, 5.041], [3.900, -3.873, -0.263], [2.296, 6.286, -1.163], [-5.145, 1.840, 0.275], [2.284, -3.398, 0.265], [2.732, -0.516, -4.964], [2.164, 4.543, 3.692], [3.614, -3.511, 1.438], [2.180, -5.596, 3.984], [4.725, -2.830, -2.005], [1.520, -1.651, 6.337], [-3.780, 3.991, -0.043], [4.610, -5.376, 4.418], [0.787, -3.584, 3.676], [-2.220, 3.813, -0.862], [-1.036, 4.497, 0.835], [-4.479, 0.859, -1.036]]}



No. 4
{"formula": "C44H51CsN6O3P2S4", "method": "ωB97M-V/def2-TZVPD", "e_homo_ev": 0.6, "total_charge": -2, "multiplicity": 1, "de_lowest_kcal_mol": 110.2, "lumo_energy_ha": 0.11509, "e_tot_ha": -4557.10962, "elements": ["Cs", "S", "S", "S", "S", "P", "P", "O", "O", "O", "N", "N", "N", "N", "N", "N", "C", "C", "C", "C", "C", "C", "C", "C", "C", "C", "C", "C", "C", "C", "C", "C", "C", "C", "C", "C", "C", "C", "C", "C", "C", "C", "C", "C", "C", "C", "C", "C", "C", "C", "C", "C", "C", "C", "C", "C", "C", "C", "C", "C", "H", "H", "H", "H", "H", "H", "H", "H", "H", "H", "H", "H", "H", "H", "H", "H", "H", "H", "H", "H", "H", "H", "H", "H", "H", "H", "H", "H", "H", "H", "H", "H", "H", "H", "H", "H", "H", "H", "H", "H", "H", "H", "H", "H", "H", "H", "H", "H", "H", "H", "H"], "xyz": [[0.725, -0.502, 0.736], [2.606, -0.318, -4.057], [-0.180, -1.158, 4.494], [-1.074, 0.684, 5.472], [5.603, 0.386, -4.288], [-1.055, -0.775, -2.383], [-2.758, 0.507, -0.220], [0.028, -1.262, -1.498], [0.447, -0.547, 3.214], [-1.528, 0.524, 0.610], [4.712, -1.435, -2.776], [2.416, -3.718, -0.043], [2.768, 2.011, 1.813], [3.878, -2.061, -1.910], [2.798, 1.103, 3.906], [3.376, 3.372, 3.672], [-4.194, 0.186, 0.823], [-0.265, -3.525, -5.199], [4.228, -0.547, -3.572], [3.475, -5.581, -1.098], [-1.289, -1.842, -3.822], [-6.534, -0.158, 1.254], [0.401, 2.980, -2.728], [3.248, -4.208, -0.968], [-2.538, 3.210, -0.519], [-2.673, -0.786, -1.499], [-2.482, -2.735, -5.713], [0.588, -3.326, 4.010], [2.940, 2.180, 3.077], [4.778, 1.760, -5.107], [-3.940, 0.241, 2.192], [-1.400, -3.560, -5.996], [1.955, -5.958, 0.691], [-0.789, 0.905, -2.973], [3.343, 4.551, 2.837], [-6.275, -0.123, 2.622], [3.089, 3.609, 5.076], [3.961, -3.330, -1.909], [-0.646, -4.059, 3.533], [-0.303, 3.510, -3.796], [-3.884, 4.591, -1.954], [2.557, 1.234, 5.336], [-1.230, 2.732, -4.480], [-3.147, 2.075, -1.041], [3.399, 2.365, 5.883], [-0.204, -2.667, -4.110], [1.789, -4.578, 0.747], [-2.426, -1.877, -4.626], [-1.867, -3.349, 4.143], [-1.467, 1.431, -4.072], [-4.987, 0.077, 3.091], [3.881, 4.201, 1.464], [2.826, -6.465, -0.256], [-5.494, 0.000, 0.353], [0.172, 1.673, -2.322], [-4.499, 3.459, -2.475], [-2.904, 4.467, -0.981], [-4.132, 2.205, -2.017], [-1.757, -1.856, 3.892], [2.992, 3.104, 0.894], [-0.703, -5.136, 3.783], [4.156, -5.936, -1.861], [2.026, 3.549, 0.606], [1.488, 1.401, 5.537], [5.034, 2.697, -4.614], [1.148, 3.570, -2.213], [2.217, 0.383, 3.485], [0.579, -4.163, -5.422], [1.418, -3.250, 3.308], [3.704, 4.456, 5.395], [-2.936, 0.414, 2.563], [3.428, 2.698, -0.024], [-4.615, 1.328, -2.432], [-5.702, -0.027, -0.710], [2.819, 0.285, 5.807], [-7.091, -0.254, 3.324], [3.900, 5.081, 0.815], [-1.445, -4.234, -6.843], [-5.258, 3.554, -3.241], [4.464, 2.136, 5.783], [-1.896, -3.527, 5.224], [-3.280, -1.247, -4.405], [-4.168, 5.572, -2.314], [2.317, 4.944, 2.742], [0.737, 1.255, -1.500], [-2.532, -1.268, 4.376], [-1.747, -1.659, 2.817], [-2.421, 5.347, -0.577], [-3.523, -0.721, -2.181], [3.944, 5.325, 3.325], [3.701, 1.579, -5.038], [-1.764, 3.139, -5.329], [4.903, 3.827, 1.571], [0.942, -3.672, 4.985], [5.065, 1.803, -6.157], [-1.780, 3.097, 0.247], [2.034, 3.887, 5.225], [-2.183, 0.827, -4.617], [0.678, -2.619, -3.482], [1.134, -4.148, 1.491], [-3.368, -2.764, -6.334], [-2.700, -1.746, -0.975], [3.171, 2.529, 6.938], [-0.737, -3.989, 2.440], [-2.805, -3.737, 3.720], [-0.120, 4.530, -4.111], [3.002, -7.532, -0.338], [1.426, -6.594, 1.386], [-7.545, -0.303, 0.893], [4.593, -3.831, -2.648], [-4.771, 0.116, 4.151]]}